1.
DFT (ωB97M-V/def2-TZVPD) results for a 2-piece molecular cluster, C5H13NO3S overall.

Structure (XYZ):
```
23
C5H13NO3S ωB97M-V/def2-TZVPD
S 2.60534 0.01433 -0.01061
O 2.30214 0.88757 -1.13823
O 3.78746 -0.81876 -0.15660
O 2.40850 0.65090 1.28125
N -1.00494 0.73500 0.10046
C 1.44975 -1.35269 -0.12214
C -1.86392 -1.60519 0.09085
C -0.30052 1.71496 0.94756
C -0.86161 -0.62846 0.61193
C -0.58067 0.88123 -1.30964
H -0.95583 1.81998 -1.71040
H 1.28666 -1.71854 -1.12144
H -2.88890 -1.22336 0.19884
H -0.67147 -0.64840 1.67376
H -0.97167 0.06060 -1.90328
H -1.70994 -1.84516 -0.96065
H -0.77288 1.76701 1.92620
H -0.33409 2.69743 0.48170
H 0.75064 1.40613 1.06891
H 1.61150 -2.10528 0.62828
H -2.01219 0.96105 0.12343
H 0.52010 0.88095 -1.35339
H -1.79346 -2.53131 0.65324
```

Calculated values
HOMO level (spin up / spin down): -7.20 / -8.99 eV
gap between HOMO and LUMO (spin up / spin down): 7.1 / 7.0 eV
total charge: 0
multiplicity: 3

These are the Mulliken partial charges, in e, on atoms 1 to 8: number 1, S, carries 1.222; number 2, O, carries -0.739; number 3, O, carries -0.608; number 4, O, carries -0.763; number 5, N, carries 0.114; number 6, C, carries -0.993; number 7, C, carries -1.261; number 8, C, carries -0.731

=====

2.
DFT (ωB97M-V/def2-TZVPD) results for one molecule with the formula C4H6O2.

Structure (XYZ):
```
12
C4H6O2 ωB97M-V/def2-TZVPD
O -0.07587 0.51655 -1.74007
O 2.66696 0.32511 0.34301
C -0.15111 -0.37584 0.50072
C 0.49995 0.23447 -0.71239
C 2.00642 0.50793 -0.64844
C -1.66515 -0.21066 0.49338
H -2.09011 -0.61160 -0.43029
H 2.42461 0.89946 -1.59721
H -2.11722 -0.73130 1.34236
H -1.94353 0.84641 0.55282
H 0.31810 0.03907 1.39963
H 0.12695 -1.43960 0.49647
```

Calculated values
HOMO level: -9.87 eV
SMILES string: CCC(=O)C=O
gap between HOMO and LUMO: 9.4 eV
total charge: 0

These are the Mulliken partial charges, in e, on atoms 1 to 8: number 1, O, carries -0.517; number 2, O, carries -0.455; number 3, C, carries -0.219; number 4, C, carries 0.479; number 5, C, carries -0.065; number 6, C, carries -1.141; number 7, H, carries 0.287; number 8, H, carries 0.368

=====

3.
DFT (ωB97M-V/def2-TZVPD) results for a 2-piece molecular cluster, C4H9BrN3O overall.

Structure (XYZ):
```
18
C4H9BrN3O ωB97M-V/def2-TZVPD
Br 0.79294 0.90893 -3.81689
O -0.75827 1.42621 -1.54762
N 1.40137 0.75966 -1.12970
N -1.71605 -2.04214 0.65559
N -3.03424 -0.17931 0.69457
C 2.57340 0.51119 0.98164
C -1.89490 -0.77137 0.71356
C 0.31298 1.13133 -1.96847
C 1.35254 0.61617 0.12032
H 0.43310 0.61669 0.66078
H -3.31132 0.77692 0.79513
H 3.48214 0.21119 0.28809
H -3.89073 -0.76997 0.70873
H 2.61658 1.41384 1.51847
H 2.33605 0.77895 -1.48514
H 2.53445 -0.31396 1.76789
H -0.72019 -2.33983 0.68909
H -2.50985 -2.73450 0.35393
```

Calculated values
HOMO level: -11.01 eV
gap between HOMO and LUMO: 5.6 eV
total charge: +1

These are the Mulliken partial charges, in e, on atoms 1 to 8: number 1, Br, carries -0.061; number 2, O, carries -0.301; number 3, N, carries -0.055; number 4, N, carries -0.335; number 5, N, carries -0.257; number 6, C, carries -1.114; number 7, C, carries -0.200; number 8, C, carries 0.483

=====

4.
DFT (ωB97M-V/def2-TZVPD) results for a 2-piece molecular cluster, H3IN2 overall.

Structure (XYZ):
```
6
H3IN2 ωB97M-V/def2-TZVPD
I -2.98788 1.92844 1.91071
N 1.06972 -0.95841 -0.96573
N 0.17600 -0.26306 -0.29109
H 1.89762 -1.05259 -0.37781
H 0.32375 0.18109 0.69741
H -0.47920 0.16454 -0.97348
```

Calculated values
HOMO level (spin up / spin down): -10.20 / -7.42 eV
gap between HOMO and LUMO (spin up / spin down): 11.0 / 3.8 eV
total charge: 0

Formally, the Mulliken partial charges of the atoms, in units of the elementary charge, are as follows: number 1, I, carries -0.007; number 2, N, carries -0.535; number 3, N, carries -0.093; number 4, H, carries 0.187; number 5, H, carries 0.218; number 6, H, carries 0.229

=====

ΔE to the lowest compared entry with this formula, charge and spin values (in eV) by entry order: 1.3398; 0.9232; 1.6930; 1.2895.
Maximum force values (in eV/Å) by entry order: 2.8; 0.6; 5.0; 2.9.